Record 1
Computed, not measured: a molecular structure, C4H14ClMgN4O3 in a non-equilibrium geometry, with wB97M-V/def2-TZVPD.

Last column: Löwdin charge in e.
Cartesian coordinates (Å):
Mg -0.1003 2.8211 -1.5067  1.141
Cl -0.0751 1.1158 -0.0339  0.066
C -0.9079 -1.6689 -3.4894  -0.639
O -1.9679 -2.0940 -3.0555  0.046
N -0.4559 -2.0435 -4.7284  0.167
N -0.1556 -0.7245 -2.8479  0.142
H 0.4713 -1.7721 -4.9986  0.096
H -0.9160 -2.8605 -5.0893  0.119
H 0.6220 -0.3419 -3.3532  0.087
H -0.3878 -0.4624 -1.9070  -0.012
C 2.2468 3.7416 2.7039  -0.673
O 2.2518 4.4780 1.7348  0.005
N 1.5581 2.5443 2.6835  0.137
N 2.7940 4.0182 3.9220  0.163
H 1.1758 2.2422 1.8144  -0.020
H 1.5133 1.9382 3.4831  0.098
H 3.1689 4.9318 4.0918  0.112
H 2.7068 3.3444 4.6596  0.100
C -1.8514 -1.6507 1.4255  -0.105
C -1.0349 -2.4501 0.4208  -0.329
O -1.9262 -3.0975 -0.4854  -0.087
H -2.2285 -2.2713 2.2370  0.075
H -2.6392 -1.1141 0.9055  0.073
H -1.2242 -0.9236 1.9636  0.045
H -0.4517 -3.2637 0.8573  0.112
H -0.3001 -1.7846 -0.0547  0.058
H -1.8860 -2.6522 -1.3526  0.022

For the HOMO energy, the calculation gives -11.715 eV. The value obtained for the molecular weight is 225.9 g/mol. The value obtained for the max |F| is 1.57 eV Å⁻¹. For the total energy, the calculation gives -34439.8070 eV. The energy relative to the best compared isomer or geometry (same formula, charge and spin) comes out at 0.0 kcal/mol. As for the total charge: +1.

Record 2
Computed, not measured: 2 unconnected molecules or ions with the total composition C4H14N in a non-equilibrium geometry, with wB97M-V/def2-TZVPD.

Last column: Löwdin charge in e.
Cartesian coordinates (Å):
C -1.5088 -0.0744 -0.6855  -0.189
C -3.0162 0.3115 -1.0535  -0.131
H -0.8417 0.7994 -0.4981  0.016
H -1.3594 -0.6468 0.2710  0.063
H -1.0250 -0.6940 -1.5591  0.103
H -3.3326 1.3356 -0.9292  0.046
H -3.5102 -0.4881 -0.4182  0.086
H -3.1100 0.2786 -2.2263  0.103
C 1.7840 0.1114 1.2966  -0.140
C 1.4575 -1.2975 0.7591  -0.060
N 1.7051 1.0893 0.1099  0.207
H 0.7822 0.4016 1.8260  0.159
H 2.6855 0.0877 1.8565  0.117
H 1.0225 -1.0543 -0.2499  0.073
H 0.9782 -1.9132 1.4741  0.083
H 0.6999 1.2879 0.0018  0.130
H 2.4486 1.7065 0.1629  0.146
H 1.7431 0.5390 -0.6768  0.104
H 2.3974 -1.7803 0.5389  0.083

For the HOMO energy, the calculation gives -15.091 eV. The value obtained for the molecular weight is 76.2 g/mol. The value obtained for the max |F| is 4.76 eV Å⁻¹. For the total energy, the calculation gives -5856.3523 eV. The energy relative to the best compared isomer or geometry (same formula, charge and spin) comes out at 57.7 kcal/mol. As for the total charge: +1.

Record 3
Computed, not measured: 2 unconnected molecules or ions with the total composition C4H14N in a non-equilibrium geometry, with wB97M-V/def2-TZVPD.

Last column: Löwdin charge in e.
Cartesian coordinates (Å):
C -0.3994 -1.9272 -2.6977  -0.173
C 0.7743 -0.9402 -2.4952  -0.173
H -1.2822 -1.6378 -2.1069  0.050
H -0.6634 -2.2335 -3.7058  0.062
H -0.1671 -2.9120 -2.2241  0.068
H 0.4360 0.0820 -2.2954  0.048
H 1.2132 -0.8332 -3.5165  0.073
H 1.5945 -1.3578 -1.9252  0.053
C -0.8999 1.2651 0.7146  -0.068
C 0.4049 1.3047 1.5936  -0.161
N 0.1554 0.3994 2.7774  0.177
H -0.9610 2.2108 0.0996  0.106
H -1.8693 1.3826 1.2604  0.097
H -0.8000 0.4948 -0.0452  0.058
H 0.5566 2.3534 1.8876  0.131
H 1.2770 0.9583 1.0192  0.132
H 0.2909 -0.6030 2.6004  0.182
H 0.5978 0.6812 3.6516  0.172
H -0.8581 0.4603 2.9791  0.165

For the HOMO energy, the calculation gives -14.183 eV. The value obtained for the molecular weight is 76.2 g/mol. The value obtained for the max |F| is 2.87 eV Å⁻¹. For the total energy, the calculation gives -5857.6878 eV. The energy relative to the best compared isomer or geometry (same formula, charge and spin) comes out at 26.9 kcal/mol. As for the total charge: +1.

The highest HOMO belongs to which entry?
C4H14ClMgN4O3

Which value of molecular weight does entry 2 give?
76.2 g/mol

What is the energy relative to the best compared isomer or geometry (same formula, charge and spin) in the second record?
57.7 kcal/mol